# 1
This record from the Open Molecules 2025 dataset describes a 3-piece molecular cluster, C4H14O2S overall. The level of theory is wB97M-V/def2-TZVPD.

Output
charge: 0
HOMO energy: -8.36 eV
orbital gap: 9.13 eV
SMILES: CCCSC.O.O
lowest unoccupied orbital energy: 0.778 eV
F_max: 0.65 eV/Å
energy: -709.44899 hartree
ΔE to the lowest compared entry with this formula, charge and spin: 43.80 kJ/mol

Geometry (Å):
C (0.71, -1.20, 1.83)
C (0.81, 0.28, 1.46)
C (1.04, 0.53, -0.02)
S (-0.33, -0.03, -1.04)
C (-0.35, 1.23, -2.30)
H (1.61, -1.75, 1.53)
H (0.54, -1.31, 2.90)
H (-0.13, -1.65, 1.29)
H (1.60, 0.77, 2.02)
H (-0.09, 0.78, 1.80)
H (1.99, 0.10, -0.31)
H (1.13, 1.60, -0.18)
H (0.59, 1.31, -2.82)
H (-1.10, 0.94, -3.02)
H (-0.59, 2.23, -1.94)
H (-4.08, 3.37, -0.47)
H (-2.76, 2.87, -1.15)
O (-3.23, 2.94, -0.31)
H (0.68, -3.76, 0.74)
H (1.14, -5.07, 0.10)
O (0.84, -4.18, -0.11)

***

# 2
This record from the Open Molecules 2025 dataset describes a 4-piece molecular cluster, C4H14O3 overall. The level of theory is wB97M-V/def2-TZVPD.

Output
charge: 0
HOMO energy: -9.63 eV
orbital gap: 10.22 eV
SMILES: C=CCC.O.O.O
lowest unoccupied orbital energy: 0.591 eV
F_max: 2.05 eV/Å
energy: -386.46893 hartree
ΔE to the lowest compared entry with this formula, charge and spin: 151.86 kJ/mol

Geometry (Å):
C (-0.98, -0.21, 1.46)
C (0.02, 0.26, 0.38)
C (1.44, -0.04, 0.88)
C (2.50, 0.34, 0.19)
H (-0.71, -1.19, 1.83)
H (-1.03, 0.47, 2.30)
H (-1.94, -0.32, 0.95)
H (-0.18, 1.30, 0.16)
H (-0.09, -0.33, -0.53)
H (1.54, -0.66, 1.77)
H (3.49, -0.07, 0.38)
H (2.54, 0.94, -0.70)
H (-0.32, 2.17, -2.04)
H (1.16, 2.82, -2.29)
O (0.61, 2.21, -1.79)
H (0.02, -3.62, 0.24)
H (-0.27, -2.65, 1.35)
O (-0.42, -3.57, 1.09)
H (-1.90, 0.24, -1.61)
H (-2.86, 1.21, -0.85)
O (-2.37, 1.07, -1.67)

***

# 3
This record from the Open Molecules 2025 dataset describes a 3-piece molecular cluster, C4H14O3 overall. The level of theory is wB97M-V/def2-TZVPD.

Output
charge: 0
HOMO energy: -10.12 eV
orbital gap: 10.55 eV
SMILES: CCCCO.O.O
lowest unoccupied orbital energy: 0.435 eV
F_max: 0.97 eV/Å
energy: -386.50567 hartree
ΔE to the lowest compared entry with this formula, charge and spin: 55.40 kJ/mol

Geometry (Å):
C (-0.20, 0.29, -2.17)
O (-0.75, 0.78, -3.40)
C (-1.23, -0.28, -1.24)
C (-0.66, -0.91, 0.02)
C (-1.72, -1.55, 0.89)
H (0.56, -0.43, -2.47)
H (0.34, 1.10, -1.66)
H (-1.38, 1.47, -3.20)
H (-1.85, -1.02, -1.70)
H (-1.97, 0.49, -0.96)
H (-0.13, -0.16, 0.61)
H (0.11, -1.64, -0.24)
H (-2.57, -0.88, 0.98)
H (-1.36, -1.79, 1.88)
H (-2.05, -2.50, 0.47)
H (1.21, 1.05, 2.40)
H (1.43, 2.40, 3.09)
O (1.02, 1.99, 2.32)
H (3.21, -0.87, 3.19)
H (3.05, -0.85, 1.64)
O (2.66, -0.55, 2.46)

***

# 4
This record from the Open Molecules 2025 dataset describes a 3-piece molecular cluster, C4H14O3 overall. The level of theory is wB97M-V/def2-TZVPD.

Output
charge: 0
HOMO energy: -9.97 eV
orbital gap: 10.50 eV
SMILES: CCCCO.O.O
lowest unoccupied orbital energy: 0.535 eV
F_max: 2.69 eV/Å
energy: -386.48087 hartree
ΔE to the lowest compared entry with this formula, charge and spin: 120.53 kJ/mol

Geometry (Å):
C (0.32, 1.70, -0.94)
O (0.04, 3.02, -1.43)
C (0.12, 1.56, 0.58)
C (-0.14, 0.09, 0.99)
C (0.14, -0.12, 2.47)
H (1.34, 1.42, -1.24)
H (-0.43, 1.07, -1.40)
H (-0.50, 2.86, -2.21)
H (1.06, 1.97, 0.95)
H (-0.77, 2.17, 0.68)
H (-1.13, -0.14, 0.63)
H (0.60, -0.45, 0.42)
H (-0.38, 0.46, 3.27)
H (-0.19, -1.10, 2.73)
H (1.16, -0.08, 2.70)
H (-0.42, -1.74, -1.63)
H (-0.85, -0.94, -2.87)
O (-0.09, -1.19, -2.35)
H (0.09, -3.85, -1.15)
H (0.42, -3.26, 0.17)
O (-0.39, -3.45, -0.35)

***

What is the F_max in the fourth record?
2.69 eV/Å